C52H41BaN2O7P2S2 | ωB97M-V with the def2-TZVPD basis set

Geometry (Å):
Ba  -0.02053  -0.45382  -1.70958
O  -1.56100  1.37187  0.74078
C  -1.64588  0.39155  1.72123
C  -2.85143  0.10407  2.34535
C  -2.89447  -0.88302  3.31395
C  -1.73730  -1.55889  3.68754
C  -0.52636  -1.18596  3.13012
C  -0.45113  -0.20406  2.14159
P  1.11146  0.65499  1.64299
C  1.45347  1.35663  3.33653
C  2.48751  0.95526  4.17605
C  2.60341  1.47567  5.46421
C  1.68057  2.39730  5.93496
C  0.62935  2.78873  5.11037
C  0.51952  2.27068  3.82984
C  2.43450  -0.61189  1.52191
C  2.23111  -1.98700  1.42523
C  3.30094  -2.85181  1.20071
C  4.58454  -2.35156  1.06503
C  4.80002  -0.97623  1.14889
C  3.73496  -0.11573  1.36603
C  -2.53347  1.51297  -0.25510
C  -3.46289  0.51218  -0.49393
C  -4.44371  0.68158  -1.46189
C  -4.49600  1.85951  -2.19203
C  -3.52381  2.82048  -1.96078
C  -2.52419  2.67376  -0.99549
P  -1.37700  4.10477  -1.09269
C  -2.31371  5.35018  -0.09811
C  -3.44531  5.09918  0.66842
C  -4.08077  6.12680  1.36516
C  -3.59323  7.42419  1.30491
C  -2.46332  7.69088  0.53548
C  -1.83986  6.66602  -0.15921
C  0.11066  3.94465  -0.02283
C  0.15929  4.23858  1.33629
C  1.37359  4.33084  2.00432
C  2.56230  4.10580  1.32124
C  2.52771  3.81329  -0.03793
C  1.31235  3.75287  -0.70862
H  -3.74561  0.64486  2.06819
H  -3.84137  -1.11971  3.78524
H  -1.77687  -2.34331  4.43288
H  0.38735  -1.64396  3.48846
H  3.21695  0.22942  3.83825
H  3.41434  1.14305  6.10201
H  1.77026  2.80093  6.93657
H  -0.10689  3.50151  5.46408
H  -0.31696  2.56934  3.20539
H  1.23255  -2.40455  1.49935
H  3.11633  -3.91644  1.10733
H  5.41316  -3.02496  0.87904
H  5.79885  -0.57404  1.02518
H  3.91219  0.95667  1.40976
H  -3.40689  -0.42114  0.04578
H  -5.14912  -0.12079  -1.64106
H  -5.24340  2.01200  -2.96003
H  -3.51023  3.71434  -2.57916
H  -3.84072  4.08934  0.72940
H  -4.95999  5.90409  1.95704
H  -4.08814  8.22157  1.84580
H  -2.07280  8.69914  0.47132
H  -0.96057  6.88534  -0.75831
H  -0.76201  4.42711  1.87840
H  1.38991  4.57317  3.06017
H  3.50866  4.16419  1.84642
H  3.44864  3.64999  -0.58477
H  1.28199  3.54090  -1.77084
C  -3.54326  -6.41210  -4.75161
C  -2.91231  -5.54880  -3.68567
C  -2.39935  -4.29179  -3.99740
C  -1.77627  -3.51631  -3.03522
C  -1.66315  -4.00268  -1.73249
C  -2.18177  -5.24528  -1.39553
C  -2.80752  -6.00509  -2.37458
S  -0.73118  -3.08944  -0.54276
O  -1.42851  -1.79697  -0.38411
O  -0.64004  -3.91850  0.63466
N  0.60736  -2.72416  -1.22100
C  1.70843  -3.56642  -1.43456
C  1.75972  -4.92315  -1.27633
C  2.96467  -5.63960  -1.51627
C  4.09845  -5.00545  -1.91603
C  4.08078  -3.59108  -2.09489
C  5.21685  -2.85151  -2.50592
C  5.14082  -1.50036  -2.63082
C  3.91348  -0.86143  -2.33377
N  2.83938  -1.50015  -1.95700
C  2.90354  -2.87212  -1.84683
H  -3.49570  -5.93383  -5.73026
H  -4.59429  -6.61457  -4.52800
H  -3.03527  -7.37576  -4.82601
H  -2.48272  -3.91282  -5.00999
H  -1.38481  -2.53989  -3.32360
H  -2.07625  -5.60576  -0.38062
H  -3.21601  -6.97700  -2.11464
H  0.87864  -5.45761  -0.94639
H  2.96998  -6.71457  -1.37465
H  5.01427  -5.55725  -2.09773
H  6.14274  -3.37755  -2.71494
H  5.99058  -0.91014  -2.95041
H  3.82679  0.21821  -2.42041
O  0.73299  0.27505  -3.99065
S  -0.33452  1.27323  -3.66365
O  -0.50903  2.32549  -4.63681
O  -1.58580  0.47135  -3.42342
O  0.06681  1.82241  -2.30252

Force components x, y, z for each atom (eV/Å):
1.75 1.17 1.54
0.12 -0.22 -0.03
0.08 0.45 -0.38
-0.02 -0.13 0.17
0.02 -0.04 0.03
-0.03 0.05 -0.06
0.01 0.05 0.02
0.07 0.21 0.10
0.17 0.10 0.29
-0.24 -0.34 0.04
0.08 0.09 0.02
-0.03 0.03 -0.07
-0.02 -0.02 -0.09
0.05 -0.08 0.00
-0.17 -0.19 0.19
-0.13 -0.14 -0.06
-0.06 -0.03 0.08
-0.05 0.10 0.12
0.03 0.17 0.08
-0.07 -0.09 0.00
0.02 -0.04 -0.04
0.08 -0.45 0.89
-0.22 -0.25 -0.31
0.11 0.11 0.08
0.18 -0.01 0.17
-0.18 -0.10 -0.22
-0.08 0.63 -0.43
0.05 0.11 -0.02
0.13 0.04 0.07
-0.13 0.00 0.14
0.07 -0.04 -0.08
0.06 -0.09 -0.07
-0.05 -0.11 0.01
-0.01 0.03 0.05
0.11 0.03 -0.13
-0.04 0.11 -0.02
0.10 0.19 -0.17
-0.10 0.01 -0.06
-0.11 0.00 0.11
0.16 0.03 0.00
0.03 -0.03 -0.02
0.03 -0.01 0.00
0.01 0.03 -0.01
0.02 0.00 -0.01
-0.05 0.00 0.00
-0.01 0.02 -0.02
0.00 -0.01 -0.02
0.01 -0.03 0.01
0.09 -0.08 0.10
0.09 0.04 0.03
0.01 0.06 0.02
-0.01 0.03 -0.01
-0.01 -0.01 0.01
-0.05 -0.06 -0.04
0.01 0.03 -0.05
0.02 0.02 -0.03
0.03 -0.01 0.02
0.03 -0.07 0.04
0.04 0.08 -0.02
-0.02 0.00 0.01
0.00 -0.01 0.00
0.00 0.00 0.01
-0.05 -0.03 0.01
0.00 0.01 -0.03
0.05 0.01 -0.11
0.00 0.02 0.00
0.01 -0.01 0.00
0.00 0.02 0.13
-0.06 0.04 0.06
0.00 -0.08 -0.07
-0.05 0.00 -0.02
0.01 0.06 0.17
-0.08 -0.14 -0.32
-0.02 0.10 -0.19
-0.06 -0.06 0.03
-0.48 -0.84 0.62
-1.02 -2.18 1.04
-0.05 0.01 0.16
1.26 -2.44 0.27
-0.50 0.85 0.06
0.18 -0.46 -0.02
-0.40 0.05 0.10
0.12 0.29 -0.05
0.18 -0.19 -0.07
0.04 -0.21 0.02
-0.09 0.15 0.02
-0.01 0.02 -0.01
-0.03 -0.72 0.01
-0.27 0.58 -0.04
0.01 0.02 0.05
0.05 0.02 0.01
0.00 0.02 0.02
0.02 -0.02 0.04
-0.08 -0.20 0.09
0.00 0.02 -0.02
0.04 0.02 -0.02
0.02 -0.01 0.01
-0.03 0.04 0.00
-0.02 0.05 -0.02
-0.03 -0.01 0.00
-0.03 -0.02 0.02
-0.02 -0.04 -0.01
-0.10 0.51 -0.65
-0.40 1.58 -1.82
0.08 -0.16 0.03
0.07 0.46 -0.43
-0.24 1.50 -1.02

Output
- highest occupied orbital energy (eV) = -5.34
- charge = -1
- max |F| (hartree/bohr) = 0.0537
- total energy (eV) = -112848.582
- relative energy (zero: lowest compared OMol25 entry of this formula, charge and spin) (kcal/mol) = 32.9

Atom charges from the Mulliken analysis, given in e for atoms 1 to 5: 0.96, 1.19, -0.38, -0.22, -0.89